Entry 1:
Density functional theory data (the ωB97M-V functional and the def2-TZVPD basis) for C21H36CoP2Se as an isolated structure at a distorted geometry.

Last column: Löwdin charge in e.
Atoms and positions in Å:
P 3.61672 0.69364 0.29747  0.881
P 3.93014 1.40138 -3.47841  0.865
C 5.17018 0.79175 -0.85273  -0.362
C 5.14323 1.69554 -2.09444  -0.286
H 5.48418 -0.23288 -1.09792  0.072
H 5.94217 1.16362 -0.16321  0.062
H 4.97002 2.74616 -1.80545  0.085
H 6.14138 1.67124 -2.57605  0.088
C 5.23783 0.79910 -4.77709  -0.200
H 4.79788 0.13323 -5.52651  0.036
H 6.07157 0.28551 -4.28567  0.031
H 5.64961 1.67230 -5.30782  0.034
C 3.80371 3.05054 -4.29602  -0.183
H 4.78034 3.33087 -4.71210  0.041
H 3.49434 3.81469 -3.57173  0.053
H 3.06759 2.97534 -5.10526  0.059
C 4.59382 -0.57516 1.39437  -0.253
H 4.06861 -0.95880 2.33468  0.023
H 5.53952 -0.08225 1.67665  0.062
H 4.75277 -1.45867 0.74758  0.062
C 4.06923 2.33143 1.08317  -0.229
H 3.66746 3.10449 0.40504  0.053
H 5.16719 2.39503 1.10594  0.044
H 3.67507 2.47308 2.10548  0.023
Co 2.83062 0.13791 2.22119  -0.184
C 2.47221 0.41950 -4.79729  -0.340
C 2.72087 -0.92422 -4.46246  -0.161
C 3.46184 -1.42144 -3.29399  -0.210
C 2.92728 -0.96630 -1.89709  -0.232
C 2.35787 0.38615 -1.67311  -0.237
C 2.36607 1.59984 -2.53502  -0.449
C 1.02269 1.80044 -3.26047  -0.173
C 1.03921 0.94416 -4.52398  -0.179
C 1.39901 1.42412 2.63400  -0.264
H 2.82052 0.77214 -5.78709  0.101
H 2.34332 -1.71363 -5.12964  0.105
H 4.54428 -1.19994 -3.35235  0.092
H 3.39757 -2.52467 -3.32458  0.120
H 2.17669 -1.69435 -1.55130  0.115
H 3.76837 -1.15353 -1.18818  0.057
H 1.44164 0.35731 -1.06065  0.068
H 2.51482 2.49421 -1.90254  0.109
H 0.85025 2.86761 -3.48550  0.112
H 0.18909 1.49166 -2.60787  0.116
H 0.33584 0.10032 -4.41118  0.112
H 0.67230 1.51958 -5.38889  0.105
H 1.28318 2.14065 1.80291  0.011
H 2.18349 1.74032 3.33972  -0.008
H 0.46007 1.28044 3.19128  0.002
Se 1.08347 -1.04130 1.63776  0.844
C -0.77837 -0.88374 1.99274  -0.588
C -1.38649 -2.10288 2.40265  -0.154
C -2.72289 -2.11856 2.79894  -0.102
C -3.49260 -0.94173 2.75588  -0.104
C -2.93700 0.22423 2.19923  -0.093
C -1.57723 0.26371 1.82840  -0.127
H -0.78319 -3.01879 2.41278  0.085
H -3.17027 -3.04882 3.15575  0.099
H -4.52101 -0.94101 3.14109  0.099
H -3.56804 1.10889 2.06452  0.099
H -1.12150 1.16949 1.41807  0.095

Calculated values
Calculated total energy   -5288.2431 a.u.
Max |F|   5.2 eV/Å
Orbital gap (spin up / spin down)   4.5984 / 6.6355 eV
Multiplicity   4
ΔE to the lowest compared entry with this formula, charge and spin   670.01 kJ/mol
Total charge   0

=====

Entry 2:
Density functional theory data (the ωB97M-V functional and the def2-TZVPD basis) for C21H36F12NbO9S as an isolated structure at a distorted geometry.

Last column: Löwdin charge in e.
Atoms and positions in Å:
C -4.76913 4.78153 -1.30592  -0.192
C -4.25898 4.27757 -2.78087  -0.551
S -4.44569 2.40483 -3.04637  0.595
C -2.69760 1.70203 -3.07489  -0.752
Nb -2.35404 0.14566 -1.44585  1.390
O -3.69390 -1.26910 -2.34948  -0.574
C -0.93976 1.62215 -0.37440  -0.473
C -1.48519 1.66697 1.20441  -0.271
H -3.95553 5.48795 -0.82523  0.072
H -4.89735 3.85973 -0.56036  0.050
H -5.76705 5.39203 -1.44773  0.071
H -3.11615 4.55513 -2.88971  0.072
H -4.89335 4.82299 -3.62531  0.067
H -1.97212 2.62476 -2.88041  -0.003
H -2.37261 1.26713 -4.12744  0.009
H -3.78895 0.83311 -0.51350  -0.127
H -2.04840 -0.99914 -0.03157  -0.132
H -0.98717 -0.55916 -2.40120  -0.121
H -3.52471 -2.13415 -1.83401  -0.018
H 0.17134 1.19312 -0.42405  0.019
H -1.01191 2.69326 -0.88403  0.027
H -1.42633 0.56194 1.61440  0.034
H -2.64717 1.90767 1.11341  0.010
H -0.89243 2.44964 1.84117  0.040
C 5.67710 -0.67089 -1.94676  -0.067
C 4.80329 -0.01302 -0.89477  -0.214
O 3.42892 -0.38492 -1.07600  0.014
C 3.05722 -1.59563 -0.55051  -0.321
O 3.82462 -2.34832 0.04380  0.125
C 1.56497 -1.84210 -0.76978  -0.485
F 1.15939 -1.53033 -2.03458  0.085
F 0.79304 -1.09549 0.07107  0.091
F 1.20262 -3.14037 -0.56651  0.129
H 5.30910 -0.44005 -2.95133  0.086
H 6.71212 -0.32794 -1.86054  0.080
H 5.66315 -1.76072 -1.84549  0.071
H 4.85536 1.07573 -1.00487  0.126
H 5.14364 -0.24983 0.11976  0.123
C -5.92596 2.35785 1.32681  -0.084
C -6.65688 1.77597 2.52271  -0.204
O -6.26916 2.45120 3.72844  0.012
C -6.90446 3.63876 3.98581  -0.328
O -7.75749 4.13155 3.25224  0.137
C -6.43548 4.22221 5.31820  -0.472
F -5.08116 4.16274 5.47226  0.140
F -6.96809 3.55875 6.38426  0.136
F -6.77618 5.53249 5.47689  0.135
H -4.84394 2.33664 1.49000  0.058
H -6.15892 1.79461 0.41862  0.082
H -6.20305 3.40461 1.16653  0.065
H -6.37907 0.72324 2.64431  0.128
H -7.74399 1.80760 2.38717  0.123
C 2.00925 -1.62731 6.14751  -0.068
C 2.11592 -1.51081 4.63818  -0.211
O 1.68268 -0.21441 4.20036  0.015
C 2.60846 0.79310 4.28981  -0.322
O 3.74969 0.63791 4.71662  0.133
C 2.03444 2.10114 3.74654  -0.471
F 0.76582 2.34309 4.18642  0.137
F 1.97109 2.10647 2.38409  0.143
F 2.77029 3.19367 4.09730  0.135
H 0.99414 -1.38971 6.48062  0.084
H 2.26316 -2.63888 6.47702  0.080
H 2.68103 -0.92124 6.64585  0.075
H 1.45204 -2.24393 4.16701  0.129
H 3.13168 -1.72481 4.28660  0.125
C 3.30436 -5.77769 -5.13401  -0.062
C 4.21206 -5.91296 -3.92537  -0.208
O 5.58568 -5.99724 -4.33295  0.008
C 6.20958 -4.80603 -4.60107  -0.324
O 5.66038 -3.71090 -4.51328  0.142
C 7.67383 -5.03719 -4.97277  -0.471
F 7.83852 -6.06915 -5.84990  0.137
F 8.43767 -5.33919 -3.88388  0.141
F 8.25490 -3.95039 -5.55529  0.139
H 3.48254 -6.59327 -5.84178  0.081
H 2.25302 -5.79272 -4.83270  0.087
H 3.49830 -4.84323 -5.67005  0.079
H 3.97972 -6.84348 -3.39589  0.127
H 4.06325 -5.09282 -3.21375  0.126

Calculated values
Calculated total energy   -3152.2862 a.u.
Max |F|   3.6 eV/Å
Orbital gap   6.0638 eV
Total charge   -1